ORCA calculation (ωB97M-V/def2-TZVPD) on the ion HN2O3S with charge -1 at a distorted geometry.

XYZ file:
```
7
Properties=species:S:1:pos:R:3
N -1.43 0.51 0.25
N -0.21 0.88 0.12
O 0.09 2.02 -0.18
O 1.93 -0.61 -0.86
O 0.01 -1.68 0.18
S 1.10 -0.69 0.34
H -1.50 -0.43 0.14
```

The value obtained for the HOMO energy is -4.19 eV. The calculation puts the LUMO energy at 3.97 eV. The HOMO-LUMO gap comes out at 8.16 eV. As for the net charge: -1. The energy relative to the best compared isomer or geometry (same formula, charge and spin) comes out at 3.129 eV.

Atomic partial charges in e from the natural (NBO) method, atoms 1 to 2: -0.558, 0.152